The following is a DFT calculation (ωB97M-V/def2-TZVPD) of the ion C6H9N2O with charge +1 in a non-equilibrium geometry.

As for the energy relative to the best compared isomer or geometry (same formula, charge and spin): 99.8 kcal per mole. As for the largest force on an atom: 0.0793 Eh/bohr. For the orbital gap, the calculation gives 8.30 eV. The total charge is +1. The highest occupied orbital energy is -12.5 eV.

Last column: natural (NBO) charge in e.
Cartesian coordinates (Å):
1 C -1.734 -1.473 -0.111  -0.211
2 C -2.273 -0.192 -0.267  -0.145
3 C -0.403 -1.589 0.341  -0.353
4 C -1.666 1.138 -0.078  -0.012
5 C 0.573 -0.751 0.485  0.679
6 C 2.650 -0.581 -0.696  -0.213
7 N -0.448 1.230 0.256  -0.165
8 N 0.216 2.283 0.616  -0.587
9 O 1.790 -0.436 0.559  -0.441
10 H -2.067 -2.441 -0.362  0.254
11 H -3.345 -0.088 -0.408  0.238
12 H -0.040 -2.544 0.577  0.286
13 H -2.289 2.053 0.025  0.206
14 H 3.595 -0.422 -0.255  0.236
15 H 2.105 0.093 -1.329  0.221
16 H 2.418 -1.627 -0.940  0.210
17 H -0.119 3.184 0.387  0.390
18 H 1.037 2.165 1.199  0.407